This record from the OMol25 dataset describes 3 unconnected molecules or ions with the total composition C31H41ClF3IN4O10S at a distorted geometry. The level of theory is wB97M-V/def2-TZVPD.

Each line ends with the Löwdin charge.
CARTESIAN COORDINATES (ANGSTROEM)
C 3.88 -1.42 0.88  -0.0730
C 2.63 -0.50 0.62  -0.2943
O 2.58 0.56 1.60  -0.2045
C 1.36 1.30 1.46  -0.1706
C 0.41 1.05 2.72  -0.1761
O 0.48 -0.34 3.06  -0.1683
C -0.45 -0.63 4.13  -0.1448
C -1.45 -1.78 3.62  -0.1482
O -1.75 -1.56 2.24  -0.1639
C -2.78 -2.41 1.77  -0.1203
C -3.72 -1.75 0.61  -0.1548
C -3.84 -0.22 0.93  -0.4284
F -4.98 0.40 0.39  0.0618
F -3.97 0.08 2.29  0.1071
F -2.77 0.54 0.48  0.0918
C -5.09 -2.51 0.93  -0.1639
O -5.97 -1.83 1.84  0.0171
C -6.07 -2.47 3.04  -0.2741
N -6.03 -3.13 3.98  0.1872
C -6.02 -2.91 -0.34  -0.4370
N -7.10 -3.70 0.34  0.2017
C -7.73 -4.47 -0.42  -0.2575
O -8.34 -5.05 -1.22  0.2304
O -6.59 -1.71 -0.77  -0.0946
C -7.29 -1.68 -2.01  -0.1739
C -7.98 -0.24 -2.10  -0.1584
O -6.95 0.68 -2.50  -0.2436
C -7.44 2.02 -2.60  -0.2571
C -6.58 2.96 -1.62  -0.0719
S -4.92 -3.87 -1.43  0.7424
O -4.88 -5.31 -1.08  -0.2615
O -5.27 -3.85 -2.87  -0.2878
O -3.33 -3.42 -1.30  -0.2547
C -3.08 -2.08 -0.83  -0.6236
I -3.85 -0.75 -2.43  1.2177
C -1.52 -1.85 -0.94  -0.2424
C -0.77 -2.77 -2.03  -0.6132
C -0.82 -2.23 -3.50  -0.1804
Cl 1.03 -2.62 -1.55  0.5929
H 4.81 -0.93 0.48  0.0734
H 3.97 -1.56 1.99  0.0839
H 3.79 -2.43 0.37  0.0679
H 2.61 -0.06 -0.43  0.1224
H 1.71 -1.15 0.78  0.0797
H 0.79 0.98 0.53  0.1228
H 1.65 2.40 1.39  0.1312
H -0.65 1.36 2.43  0.1296
H 0.79 1.70 3.56  0.1299
H 0.09 -0.94 5.06  0.1335
H -1.08 0.30 4.30  0.1234
H -0.92 -2.76 3.78  0.1361
H -2.37 -1.74 4.28  0.1358
H -2.30 -3.32 1.27  0.1634
H -3.40 -2.73 2.66  0.1318
H -4.89 -3.53 1.40  0.1721
H -6.66 -1.75 -2.94  0.0962
H -8.13 -2.42 -2.14  0.1371
H -8.43 0.01 -1.09  0.1444
H -8.77 -0.25 -2.91  0.1374
H -7.39 2.44 -3.66  0.1207
H -8.53 2.11 -2.30  0.1177
H -5.57 2.48 -1.46  0.0668
H -7.09 3.00 -0.61  0.0763
H -6.45 3.98 -2.08  0.0727
H -0.90 -1.97 -0.01  0.0915
H -1.33 -0.79 -1.29  0.0873
H -0.98 -3.87 -1.91  0.1051
H -0.61 -1.11 -3.44  0.0799
H -0.01 -2.64 -4.17  0.0774
H -1.81 -2.33 -4.01  0.0447
N 5.92 3.03 0.22  0.0537
C 5.47 2.45 1.34  -0.1530
C 6.29 2.03 2.37  -0.0746
C 7.66 2.23 2.25  -0.0849
C 8.15 2.83 1.10  -0.0810
C 7.24 3.21 0.12  -0.1583
H 4.39 2.31 1.39  0.0859
H 5.87 1.56 3.25  0.1012
H 8.33 1.92 3.03  0.1018
H 9.21 3.00 0.96  0.0740
H 7.58 3.69 -0.79  0.0862
N 10.56 3.69 -1.04  0.0555
C 11.76 3.12 -1.23  -0.1455
C 12.80 3.72 -1.93  -0.0742
C 12.58 4.98 -2.46  -0.0814
C 11.35 5.59 -2.28  -0.0719
C 10.38 4.90 -1.57  -0.1466
H 11.88 2.14 -0.79  0.1049
H 13.75 3.22 -2.04  0.1015
H 13.36 5.48 -3.02  0.1056
H 11.14 6.57 -2.69  0.1022
H 9.40 5.34 -1.40  0.0997

Results
SMILES: CCOCCOCCOC[C@]1(C(F)(F)F)[C@@H](OC#N)[C@@](N=C=O)(OCCOCC)S(=O)(=O)O[C@]1(I)C[C@@H](C)Cl.c1ccncc1.c1ccncc1
LUMO energy: -0.400 eV
total energy: -98849.6388 eV
gap between HOMO and LUMO: 8.77 eV


This record from the OMol25 dataset describes a molecular structure, C6H8Br4O at a distorted geometry. The level of theory is wB97M-V/def2-TZVPD.

Each line ends with the Löwdin charge.
CARTESIAN COORDINATES (ANGSTROEM)
C 0.64 1.75 0.01  -0.1481
C 0.02 0.81 1.08  -0.2136
C 0.20 1.09 -1.30  -0.2056
C 0.17 -0.56 0.44  -0.4461
C -0.44 -0.22 -0.95  -0.7580
C -0.26 -1.79 1.40  -1.5501
O -0.25 -1.29 -1.85  -0.1286
Br 0.85 -1.68 2.94  0.7072
Br -2.51 0.01 -0.97  0.6023
Br -2.15 -1.90 1.90  0.5932
Br 0.16 -3.44 0.37  0.6313
H 0.38 2.77 0.09  0.0902
H 1.81 1.69 0.05  0.1486
H 0.62 0.93 1.89  0.0364
H -1.01 1.14 1.44  0.1390
H -0.42 1.71 -2.04  0.1326
H 1.12 0.73 -1.85  0.1334
H 1.13 -0.80 0.09  0.1089
H -0.05 -0.95 -2.76  0.1271

Results
LUMO energy: 0.113 eV
total energy: -288568.0068 eV
gap between HOMO and LUMO: 9.74 eV


This record from the OMol25 dataset describes 2 unconnected molecules or ions with the total composition C33H24F4P at a distorted geometry. The level of theory is wB97M-V/def2-TZVPD.

Each line ends with the Löwdin charge.
CARTESIAN COORDINATES (ANGSTROEM)
F 0.05 0.65 -5.83  0.0623
C -0.26 1.41 -4.72  -0.2020
C 0.19 2.74 -4.69  0.1225
C -0.15 3.47 -3.55  -0.2131
F 0.30 4.77 -3.47  0.0595
C -0.90 2.96 -2.51  0.0617
C -1.31 1.59 -2.54  -0.1953
C -2.01 1.02 -1.42  0.0361
C -2.70 -0.18 -1.47  -0.0483
C -3.39 -0.71 -0.39  0.0666
C -4.01 -2.00 -0.35  -0.1846
C -4.85 -2.37 0.74  0.0756
C -5.44 -3.62 0.77  -0.2046
F -6.25 -3.95 1.84  0.0638
C -5.26 -4.57 -0.23  0.1228
C -4.44 -4.20 -1.30  -0.2038
F -4.24 -5.12 -2.31  0.0630
C -3.83 -2.96 -1.40  0.0758
C -1.01 0.83 -3.71  0.0776
H 0.77 3.16 -5.50  0.1493
H -1.18 3.60 -1.67  0.1425
H -2.06 1.63 -0.51  0.1257
H -2.74 -0.73 -2.42  0.1075
H -3.52 -0.10 0.51  0.1397
H -5.03 -1.65 1.55  0.1397
H -5.73 -5.55 -0.18  0.1498
H -3.20 -2.73 -2.25  0.1263
H -1.35 -0.20 -3.80  0.1269
C 3.49 4.37 1.21  -0.0759
C 2.96 4.03 -0.04  -0.0799
C 2.18 2.88 -0.18  -0.1185
C 1.94 2.05 0.93  -0.3910
P 0.95 0.52 0.64  1.0844
C 2.25 -0.65 0.05  -0.3946
C 1.82 -1.92 -0.39  -0.1212
C 2.76 -2.87 -0.80  -0.0844
C 4.12 -2.56 -0.80  -0.0784
C 4.56 -1.30 -0.38  -0.0709
C 3.62 -0.34 0.03  -0.0794
C 0.69 -0.09 2.36  -0.3975
C -0.40 0.46 3.08  -0.1243
C -0.62 0.10 4.41  -0.0863
C 0.22 -0.84 5.03  -0.0786
C 1.29 -1.40 4.32  -0.0700
C 1.52 -1.03 2.99  -0.0804
C 2.46 2.40 2.18  -0.0795
C 3.25 3.55 2.32  -0.0696
H 4.09 5.27 1.32  0.1079
H 3.16 4.66 -0.91  0.1075
H 1.77 2.61 -1.15  0.0859
H 0.76 -2.15 -0.39  0.0924
H 2.42 -3.86 -1.11  0.1059
H 4.85 -3.30 -1.13  0.1074
H 5.62 -1.06 -0.36  0.1104
H 3.97 0.64 0.36  0.1027
H -1.05 1.18 2.58  0.0905
H -1.44 0.56 4.97  0.1059
H 0.04 -1.13 6.06  0.1075
H 1.96 -2.11 4.81  0.1107
H 2.36 -1.47 2.45  0.1042
H 2.28 1.77 3.05  0.1029
H 3.67 3.80 3.29  0.1108

Results
net charge: +1
LUMO energy: -6.164 eV
total energy: -54761.3160 eV
gap between HOMO and LUMO: 4.42 eV


Question: The highest LUMO energy belongs to which entry?
Answer: C6H8Br4O


Question: total energy of number 1 (C31H41ClF3IN4O10S)?
Answer: -98849.6388 eV


Question: gap between HOMO and LUMO of number 2 (C6H8Br4O)?
Answer: 9.74 eV